No. 1
The following is a DFT calculation (wB97M-V/def2-TZVPD) of a structure of composition C12H20N5ReSSbSe4Si.

```
45
Properties=species:S:1:pos:R:3
Re 0.575 -0.213 0.061
C -4.797 -1.275 -0.457
C -4.062 -0.501 0.564
N -4.561 0.065 1.624
N -3.526 0.663 2.250
C -2.381 0.484 1.625
S -0.767 0.910 2.123
N -2.694 -0.253 0.543
N -1.731 -0.639 -0.400
H -5.857 -1.243 -0.213
H -4.480 -2.320 -0.461
H -4.658 -0.851 -1.452
H -3.694 1.179 3.108
H -1.852 -1.632 -0.623
H -1.901 -0.113 -1.264
Se 4.269 2.937 3.013
Sb 5.418 1.452 1.729
Se 0.075 2.068 0.354
Se 2.399 -0.571 1.275
Se 6.753 0.077 0.513
C 1.530 -0.430 -4.711
Si 1.043 0.335 -3.092
C -0.656 1.096 -3.274
C 2.387 1.499 -2.535
N 0.817 -0.877 -1.666
C 0.841 -2.307 -1.691
C 0.426 -3.005 -0.544
C 0.466 -4.388 -0.493
C 0.881 -5.104 -1.608
C 1.272 -4.422 -2.751
C 1.258 -3.034 -2.802
H 1.593 0.423 -5.397
H 0.799 -1.117 -5.134
H 2.517 -0.892 -4.705
H -0.620 1.855 -4.059
H -1.043 1.602 -2.388
H -1.378 0.347 -3.613
H 2.604 2.182 -3.360
H 3.300 0.938 -2.327
H 2.148 2.104 -1.660
H 0.077 -2.482 0.357
H 0.161 -4.904 0.407
H 0.897 -6.184 -1.584
H 1.597 -4.975 -3.621
H 1.596 -2.541 -3.695
```

The energy comes out at -11353.96223 Ha. As for the total charge: +3. The value obtained for the LUMO energy is -11.0 eV. The HOMO energy is -16.5 eV. Its orbital gap is 5.57 eV.


No. 2
The following is a DFT calculation (wB97M-V/def2-TZVPD) of a structure of composition C28H50F21HfN6O16S7.

```
129
Properties=species:S:1:pos:R:3
Hf 3.451 -0.416 2.556
C 0.721 1.553 -0.880
F 0.667 2.530 -0.012
F -0.429 1.619 -1.493
F 1.627 1.724 -1.791
S 0.886 -0.243 -0.132
O 1.155 -1.216 -1.188
O 2.006 -0.082 0.806
O -0.361 -0.421 0.541
C -3.676 -1.722 0.904
N -3.817 -1.289 -0.610
C -2.639 -2.086 -1.248
C -5.156 -1.867 -1.166
C -3.697 0.216 -0.713
C -3.504 0.747 -2.155
O -4.694 0.641 -2.826
H -4.495 -1.247 1.444
H -2.706 -1.491 1.344
H -3.930 -2.781 0.958
H -1.668 -1.727 -0.908
H -2.736 -2.154 -2.332
H -2.683 -3.096 -0.841
H -6.051 -1.656 -0.579
H -4.944 -2.936 -1.133
H -5.087 -1.696 -2.240
H -2.797 0.531 -0.185
H -4.663 0.505 -0.298
H -2.574 0.220 -2.367
H -3.178 1.786 -2.103
H -4.591 0.695 -3.779
C -0.073 -4.837 -3.882
C -0.046 -3.570 -4.677
C 1.247 -2.765 -4.454
N 1.183 -1.320 -5.177
C 0.045 -0.363 -4.728
C 1.104 -1.611 -6.695
C 1.967 -0.434 -7.351
C 2.606 0.409 -6.145
C 2.587 -0.665 -5.077
H 0.168 -4.785 -2.820
H 0.512 -5.690 -4.224
H -1.063 -5.292 -3.912
H -0.934 -2.976 -4.461
H -0.066 -3.883 -5.721
H 2.214 -3.207 -4.696
H 1.313 -2.513 -3.396
H 0.132 0.556 -5.307
H 0.309 -0.128 -3.697
H -0.963 -0.769 -4.817
H 0.070 -1.722 -7.022
H 1.592 -2.570 -6.868
H 1.282 0.015 -8.071
H 2.741 -0.887 -7.970
H 2.092 1.338 -5.897
H 3.648 0.713 -6.240
H 2.695 -0.200 -4.096
H 3.355 -1.439 -5.080
C -2.482 4.238 -0.108
C -3.724 3.771 0.747
C -3.163 3.257 2.079
N -4.218 3.039 3.199
C -4.647 4.420 3.781
C -3.592 2.112 4.323
C -4.513 0.926 4.685
C -5.774 1.446 4.090
C -5.329 2.187 2.788
H -1.857 4.920 0.468
H -2.650 4.683 -1.089
H -1.861 3.358 -0.278
H -4.211 2.934 0.246
H -4.471 4.546 0.917
H -2.358 3.891 2.452
H -2.663 2.318 1.845
H -3.722 4.982 3.912
H -5.125 4.445 4.760
H -5.253 4.938 3.037
H -3.514 2.751 5.202
H -2.587 1.746 4.113
H -4.683 0.641 5.723
H -4.144 0.025 4.195
H -6.180 2.075 4.883
H -6.577 0.732 3.911
H -6.184 2.661 2.306
H -4.927 1.423 2.123
C 7.489 1.092 0.546
F 8.630 1.779 0.880
F 6.831 1.912 -0.267
F 7.763 -0.119 -0.076
S 6.593 0.809 2.348
O 6.349 -0.622 2.517
O 7.375 1.418 3.420
N 4.887 1.294 2.220
S 5.033 2.895 2.288
O 4.303 3.448 3.472
O 6.337 3.510 1.984
C 3.943 3.401 0.792
F 2.821 4.012 1.160
F 4.581 4.170 -0.084
F 3.682 2.242 0.174
C 0.811 1.964 5.411
F 0.404 0.906 6.223
F -0.141 2.916 5.378
F 2.038 2.440 5.741
S 0.870 1.248 3.544
O -0.376 1.673 2.873
O 2.083 1.689 2.869
N 1.459 -0.499 3.560
S -0.011 -1.174 3.794
O -1.237 -0.464 4.165
O -0.219 -2.108 2.717
C 0.160 -2.427 5.217
F 1.030 -3.316 4.801
F 0.691 -1.817 6.388
F -0.984 -3.037 5.600
C 1.819 -4.106 0.197
F 2.208 -3.769 -1.068
F 0.696 -3.456 0.664
F 1.742 -5.455 0.064
S 3.204 -3.600 1.525
O 2.490 -3.042 2.680
O 3.997 -4.793 1.860
N 4.068 -2.160 1.069
S 5.084 -2.710 -0.030
O 6.437 -2.863 0.575
O 4.766 -3.916 -0.872
C 5.103 -1.203 -1.278
F 5.017 -0.144 -0.486
F 6.334 -1.264 -1.757
F 4.096 -1.261 -2.201
```

The energy comes out at -7560.54119 Ha. As for the total charge: +3. The value obtained for the LUMO energy is -9.3 eV. The HOMO energy is -16.6 eV. Its orbital gap is 7.28 eV.


No. 3
The following is a DFT calculation (wB97M-V/def2-TZVPD) of a structure of composition C23H43Cl3N3O4SiYb.

```
78
Properties=species:S:1:pos:R:3
C -2.098 -0.404 -3.964
C -1.454 -1.607 -3.357
H -2.483 -0.590 -4.971
H -1.372 0.419 -3.974
H -2.937 -0.097 -3.327
C -1.149 -2.730 -4.025
C -1.012 -2.782 -5.515
H -0.973 -3.677 -3.488
H -0.615 -1.827 -5.903
H -1.973 -2.967 -6.019
H -0.323 -3.589 -5.808
Yb 0.907 1.308 1.623
Cl 1.178 4.031 1.270
C -0.087 -1.492 2.680
O 0.981 -0.955 2.317
N -0.183 -2.701 3.229
C 1.016 -3.502 3.406
C -1.452 -3.267 3.674
H -1.053 -0.970 2.563
H 1.896 -2.863 3.305
H 1.049 -4.312 2.667
H 0.980 -3.967 4.394
H -2.234 -2.511 3.514
H -1.380 -3.541 4.736
H -1.696 -4.178 3.109
H 0.675 4.125 6.171
H -1.908 4.751 5.365
C 0.847 3.853 5.121
C -1.410 4.616 4.393
N -0.418 3.556 4.458
H 1.508 2.986 5.060
C -0.664 2.327 3.991
O 0.238 1.471 3.836
H -2.161 4.372 3.629
H -1.701 2.107 3.693
H 1.316 4.723 4.643
H -0.910 5.561 4.138
H 2.073 0.328 -3.086
H 2.416 -2.482 -2.584
C 3.065 0.326 -2.613
C 3.349 -2.080 -2.165
N 3.151 -0.742 -1.631
H 3.260 1.296 -2.149
C 2.849 -0.582 -0.330
O 2.671 0.509 0.259
H 3.696 -2.737 -1.360
H 2.771 -1.536 0.228
H 3.815 0.118 -3.381
H 4.098 -2.053 -2.962
O 0.129 -0.627 -2.214
C -0.945 -1.359 -1.924
C 0.418 -3.172 -0.631
C -0.798 -2.591 -0.985
H 1.348 -2.645 -0.853
C 0.447 -4.426 -0.007
H -1.704 -0.706 -1.435
C -1.977 -3.153 -0.483
H 1.412 -4.916 0.175
C -0.745 -5.063 0.349
C -1.960 -4.400 0.167
H -2.899 -2.598 -0.629
H -0.729 -6.079 0.767
H -2.907 -4.841 0.496
Si 0.040 3.876 -0.894
Cl 0.361 1.750 -0.940
C 1.564 4.818 -1.546
C -1.493 4.409 0.099
C -0.916 4.050 -2.604
H 2.409 4.120 -1.612
H 1.889 5.656 -0.917
H 1.379 5.223 -2.547
H -0.267 3.741 -3.439
H -1.199 5.108 -2.766
H -1.840 3.446 -2.610
H -1.928 3.542 0.617
H -2.261 4.811 -0.573
H -1.297 5.188 0.845
Cl -1.692 0.796 1.232
```

The energy comes out at -4196.31932 Ha. The value obtained for the LUMO energy (alpha / beta) is -0.2 / -1.2 eV. Its expectation value of S² is 0.7508. As for the spin multiplicity: 2. The HOMO energy (alpha / beta) is -5.8 / -5.8 eV. Its orbital gap (alpha / beta) is 5.60 / 4.52 eV.


Record order is preserved below.
Max |F|: 0.71; 8.35; 3.49 eV/Å